(1)
28
Properties=species:S:1:pos:R:3 method="wB97M-V/def2-TZVPD" max_force_ev_per_a=4.512 e_tot_ev=-34480.2878 e_homo_ha="-0.3839 / -0.3649" spin_multiplicity=3 homo_lumo_gap_ev="7.02 / 6.25" charge=+1
C 0.47546 0.31106 -3.52746
C -0.80784 -0.40444 -3.47266
C -0.61294 -1.56594 -2.72376
C 0.79466 -1.59224 -2.30046
C 1.48326 -0.49984 -2.91626
W 0.01566 0.29716 -1.29816
P -0.50834 2.46816 -0.89706
H 0.65536 1.23016 -4.08956
H -1.74444 -0.05854 -3.91246
H -1.36684 -2.30964 -2.46126
H 2.55096 -0.28604 -2.86246
H 1.26546 -2.40654 -1.74486
H -1.47564 2.72376 0.10434
H -1.03234 3.23526 -1.96756
H 0.54236 3.31506 -0.46586
C -0.89734 -1.95594 3.11704
N -0.24314 -0.69324 2.78684
C -0.15494 0.39566 3.57644
C 0.56756 1.36056 2.90244
N 0.92396 0.86796 1.70134
C 0.41136 -0.37514 1.65074
S 0.61416 -1.38124 0.38784
H -1.70464 -2.16364 2.38414
H -0.15234 -2.77924 3.08674
H -1.33644 -1.91344 4.13674
H -0.57354 0.47986 4.57194
H 0.82196 2.34786 3.26514
H 1.48856 1.35246 0.96824

(2)
27
Properties=species:S:1:pos:R:3 method="wB97M-V/def2-TZVPD" max_force_ev_per_a=5.404 e_tot_ev=-34206.8880 e_above_lowest_kj_mol=393.39 e_homo_ha="-0.2420 / -0.2596" homo_lumo_gap_ev="6.72 / 7.44"
C 3.62632 -0.49032 -0.69454
C 2.58735 -1.03874 -0.03479
C 2.99197 0.99750 0.64451
C -0.72347 2.45851 0.38336
C -0.36369 2.31261 -1.08029
C -0.96071 -0.10889 0.04377
C -2.02805 -2.16358 -0.94106
C -1.25506 -1.53551 0.19898
C 1.19908 -0.09888 1.78018
N 3.82628 0.74763 -0.32528
N 2.14210 -0.09049 0.89399
S -1.91735 1.14755 0.83704
S -0.03197 0.53390 -1.35031
H 4.33490 -0.98434 -1.41450
H 1.93147 -1.92747 -0.28461
H 3.11971 1.80291 1.37516
H 0.14547 2.33687 1.01673
H -1.31515 3.40172 0.47325
H -1.20351 2.68496 -1.66128
H 0.58035 2.68770 -1.31817
H -1.48173 -2.02151 -1.80454
H -2.91007 -1.60550 -1.24434
H -2.32857 -3.21412 -0.77211
H -0.32501 -2.08166 0.35562
H -1.72469 -1.64031 1.12808
H 0.75228 -1.11558 1.99299
H 1.16322 0.72138 2.53930

(3)
26
Properties=species:S:1:pos:R:3 method="wB97M-V/def2-TZVPD" max_force_ev_per_a=6.170 e_tot_ev=-14022.8369 e_above_lowest_kj_mol=110.46 e_homo_ha=-0.4601 homo_lumo_gap_ev=8.84 charge=+1
C -3.42798 1.04469 -0.50750
C -2.40202 1.82213 0.09980
C -3.28373 -0.29426 -0.67115
C -1.30262 1.26642 0.60095
C -2.12923 -0.86430 -0.22638
C -1.11573 -0.09721 0.28155
C -0.51801 -2.23429 0.28304
C 0.96901 -0.69695 1.55251
C 3.19588 0.90688 -1.25843
N -1.73353 -2.20056 -0.32032
N -0.11969 -0.99183 0.68795
N 3.55791 0.44392 0.15628
H -4.30724 1.58619 -0.88412
H -2.56185 2.85851 0.35993
H -3.96596 -0.90023 -1.31741
H -0.37946 1.86311 0.64424
H 0.18583 -3.03373 0.07310
H 1.15459 -1.42355 2.19921
H 2.00952 -0.41634 0.97643
H 0.73728 0.16496 2.02894
H 3.01915 1.94077 -1.10461
H 4.05255 0.87854 -2.04207
H 2.34339 0.33988 -1.65923
H -2.29861 -2.90413 -0.72892
H 4.07199 1.23231 0.56069
H 4.24857 -0.29093 0.21550

(4)
30
Properties=species:S:1:pos:R:3 method="wB97M-V/def2-TZVPD" max_force_ev_per_a=7.176 e_tot_ev=-21653.9011 e_above_lowest_kj_mol=1042.02 e_homo_ha=-0.3302 homo_lumo_gap_ev=9.32
C -0.22741 -3.34569 0.15521
C 0.06676 -1.75634 -0.08533
C 0.99985 -4.06910 0.88909
C -0.10077 0.61562 0.70416
C -0.60241 1.07249 2.12658
C -1.20546 1.20534 -0.33394
C -0.61252 2.53950 -0.82736
C -0.14496 2.95817 -2.14861
C 0.55088 4.39408 -0.57333
H 0.82390 -4.42437 -1.21039
H -0.81306 -3.60027 -2.11440
H -1.10117 -3.14077 0.97618
H 1.99691 -3.12238 1.67193
H 0.34711 -4.99748 1.50383
H 1.81807 -4.70048 -0.25162
H -0.40913 -0.92377 1.74479
H 1.03611 0.74478 0.46769
H -1.45834 0.39719 -0.96667
H -2.14950 1.43989 0.09079
H -0.29991 2.36560 -3.09587
H 1.54572 4.99566 -0.04925
H 1.12230 4.65647 -2.52982
H -0.08134 3.00467 1.75479
N -0.35589 -4.29019 -1.05527
N -0.25694 -0.80404 0.74137
N -0.31976 3.58593 0.11319
N 0.41746 4.15075 -1.92779
O 0.62641 -1.61003 -1.21452
O -0.98973 0.30180 2.94812
O -0.22319 2.35697 2.49643

(5)
30
Properties=species:S:1:pos:R:3 method="wB97M-V/def2-TZVPD" max_force_ev_per_a=5.199 e_tot_ev=-21662.3034 e_above_lowest_kj_mol=231.31 e_homo_ha=-0.3257 homo_lumo_gap_ev=9.06
C -0.06840 2.18910 -0.59950
C 1.17852 1.46417 -0.15683
C 0.44173 3.64518 -0.94363
C -0.01471 -0.30828 1.22201
C 0.07009 0.08882 2.66669
C 0.31301 -1.90963 1.14926
C 0.03085 -2.59586 -0.12173
C -1.10321 -3.12744 -0.66568
C 0.55063 -3.22435 -2.07084
H -1.43436 3.18918 0.45371
H -2.09240 1.88819 -0.24184
H -0.41791 1.76137 -1.57163
H 1.32500 3.59880 -1.52069
H -0.32136 4.00011 -1.55422
H 0.50721 4.26534 0.02291
H 1.69204 -0.33182 0.21964
H -1.05899 -0.16326 0.88721
H -0.25511 -2.32230 1.93698
H 1.33682 -2.00856 1.40712
H -2.15509 -3.21892 -0.30891
H 1.20627 -3.34125 -2.97528
H -1.42176 -3.92764 -2.63811
H -0.78977 1.55742 1.76851
N -1.23022 2.22986 0.29348
N 1.05948 0.27148 0.53533
N 1.09398 -2.68146 -1.04055
N -0.77839 -3.59054 -1.92510
O 2.28977 1.77601 -0.57968
O 0.34888 -0.53121 3.68308
O -0.30260 1.35749 2.66828

(6)
29
Properties=species:S:1:pos:R:3 method="wB97M-V/def2-TZVPD" max_force_ev_per_a=2.369 e_tot_ev=-18498.7032 e_above_lowest_kj_mol=54.54 e_homo_ha=-0.3042 homo_lumo_gap_ev=8.93
C 3.07488 -1.38000 -1.40757
C 2.77401 -0.22928 -3.48316
C 1.61826 0.61323 -1.53836
C 0.22490 0.02237 -1.75013
C -1.00604 0.93389 0.20229
C -1.09132 1.06674 2.85682
C -1.34228 -0.23504 2.27065
C -1.78524 -1.49036 2.61038
C -1.66956 -1.45319 0.47262
H 4.04654 -1.74413 -1.69016
H 3.07239 -1.23397 -0.28375
H 2.33584 -2.17313 -1.65771
H 3.71202 -0.58261 -3.75281
H 1.99365 -0.92857 -3.79466
H 2.58717 0.72901 -3.99119
H 1.71900 0.80681 -0.45985
H 1.70882 1.61047 -2.02785
H -0.06727 0.00762 -2.79753
H 0.27345 -1.00628 -1.36425
H -0.73854 1.80278 -1.54879
H -1.09473 1.22467 3.93119
H -2.00116 -1.84213 3.61195
H -1.68393 -1.68178 -0.60043
N 2.78066 -0.12098 -2.04449
N -0.78849 0.87375 -1.12980
N -0.87904 2.09011 0.78623
N -0.79649 2.15892 2.18455
N -1.97582 -2.22927 1.47868
N -1.29067 -0.21236 0.87121

(7)
33
Properties=species:S:1:pos:R:3 method="wB97M-V/def2-TZVPD" max_force_ev_per_a=3.174 e_tot_ev=-26684.3298 e_homo_ha=-0.3098 homo_lumo_gap_ev=7.57
O 2.82008 1.05887 1.62649
N 2.52488 -0.13662 1.89905
C 1.12892 -0.46671 1.87214
C 0.26032 0.58792 1.49369
N -1.05424 0.18249 1.37485
N -2.10975 0.95930 0.94678
N -3.15436 0.19294 0.89386
N -2.85940 -1.08413 1.25299
C -1.54832 -1.09459 1.57349
C -0.65841 -2.12919 1.95595
C 0.66930 -1.79159 2.11742
O 3.38964 -0.99536 2.18220
H 0.61534 1.29218 0.70229
H -1.05356 -3.13889 1.96783
H 1.42775 -2.52314 2.36349
O 2.03453 3.65018 3.76029
C 1.15375 2.67552 4.33833
C -0.16800 2.80361 3.60843
N 0.04107 2.61465 2.16716
C -0.85167 3.46830 1.36074
C -0.20431 3.70720 0.01785
O 1.13176 4.18009 0.31608
H 2.89277 3.60438 4.20253
H 1.55962 1.66270 4.21075
H 0.95259 2.88029 5.40027
H -0.92229 2.06584 3.93547
H -0.56144 3.83024 3.75332
H 1.02244 2.78878 1.92219
H -1.81754 2.94580 1.27732
H -0.98136 4.45171 1.86196
H -0.16814 2.76665 -0.54823
H -0.79962 4.46012 -0.52108
H 1.54568 4.52118 -0.49476

(8)
25
Properties=species:S:1:pos:R:3 method="wB97M-V/def2-TZVPD" max_force_ev_per_a=4.115 e_tot_ev=-13086.9455 e_above_lowest_kj_mol=362.97 e_homo_ha=-0.4724 homo_lumo_gap_ev=7.34 charge=+1
C -2.54192 -1.13497 1.51158
C -2.12127 0.08434 0.95077
C -1.33012 -1.84554 1.76574
C -0.70465 0.03583 0.96513
C 0.36354 2.39228 0.30340
C 1.58463 1.54301 0.74536
C 0.24579 1.01728 0.60259
C 2.66123 1.03931 -0.22917
C -0.78993 -1.35065 -2.03922
N 0.59662 -0.82574 -1.47074
O -0.26149 -1.14734 1.46543
H -3.59328 -1.39410 1.71344
H -2.91306 0.79148 0.67212
H -1.36108 -2.93651 2.01353
H 0.03460 3.16512 0.99478
H 0.34137 2.73809 -0.76931
H 1.90752 1.70238 1.73318
H 2.58756 1.54652 -1.13034
H 2.68292 0.03163 -0.48911
H 3.58589 1.11748 0.33279
H -0.71873 -1.58872 -3.08733
H -1.00163 -2.21519 -1.48082
H -1.63641 -0.67126 -1.92139
H 1.26116 -0.48174 -2.16088
H 1.12075 -1.61298 -0.99151